9
Properties=species:S:1:pos:R:3:forces:R:3 method="wB97M-V/def2-TZVPD" gap_ev=7.059 de_lowest_kcal_mol=116.1 lumo_ev=-1.385
C -0.430 1.400 -0.551 0.490 0.235 -0.721
C 1.833 -0.491 -0.354 -0.094 0.263 0.208
C -0.699 -0.739 0.441 -0.349 -1.398 0.427
N -0.892 0.628 0.398 -0.513 1.015 0.496
S -1.597 -1.688 1.409 0.419 0.288 -0.388
S 0.518 -1.462 -0.662 0.089 -0.021 -0.039
I 3.488 -1.030 -1.486 -0.108 -0.148 -0.055
H -0.715 2.446 -0.364 -0.207 -0.163 0.305
H -1.506 0.934 1.168 0.271 -0.070 -0.231

---

16
Properties=species:S:1:pos:R:3:forces:R:3 method="wB97M-V/def2-TZVPD" gap_ev="7.267 / 7.267" de_lowest_kcal_mol=90.1 lumo_ev="0.873 / 0.873"
O -2.434 -1.292 0.797 0.065 0.037 0.293
C -1.505 -0.709 -0.075 -0.007 0.008 -0.308
C -1.180 0.808 0.097 -0.144 0.106 0.042
C 0.260 0.390 0.034 0.333 0.124 -0.011
C 2.572 0.597 -0.582 0.205 -0.184 -0.012
N 1.384 1.053 -0.174 -0.393 0.018 0.078
C -0.002 -1.080 0.070 0.014 -0.103 -0.093
H -2.148 -1.102 1.700 -0.098 -0.081 -0.089
H -1.866 -0.931 -1.082 0.040 0.079 0.115
H -1.543 1.209 1.057 0.093 -0.073 -0.097
H -1.565 1.452 -0.705 0.076 -0.092 0.138
H 2.617 -0.415 -0.956 0.091 0.061 0.220
H 3.437 1.238 -0.527 -0.188 0.023 -0.048
H 1.331 2.052 0.013 -0.001 -0.111 -0.143
H 0.407 -1.733 -0.713 -0.080 0.135 0.067
H 0.234 -1.540 1.046 -0.005 0.053 -0.151

---

12
Properties=species:S:1:pos:R:3:forces:R:3 method="wB97M-V/def2-TZVPD" gap_ev=8.519 de_lowest_kcal_mol=57.6 lumo_ev=0.136
C 0.557 -0.418 0.126 2.051 2.615 1.797
C 0.638 -1.302 -0.833 -4.207 1.173 -0.411
C -0.698 0.305 0.575 1.393 -0.235 0.341
S 1.019 2.334 2.490 -0.114 -0.194 -0.041
S -1.922 0.506 -0.722 -0.332 -0.279 1.030
S -0.376 2.170 1.128 1.420 -0.429 -2.380
H 1.495 0.006 0.683 -1.636 -1.206 -0.806
H -0.306 -1.467 -1.402 0.766 -0.310 0.430
H -1.014 -0.266 1.497 -0.227 1.110 -0.840
H 1.448 -1.792 -1.168 2.925 -1.441 -0.800
H -2.769 0.739 0.297 -0.612 0.135 -0.669
H 0.316 2.551 -0.235 -1.428 -0.940 2.350

---

16
Properties=species:S:1:pos:R:3:forces:R:3 method="wB97M-V/def2-TZVPD" gap_ev=10.699 de_lowest_kcal_mol=10.1 lumo_ev=0.934
C 2.289 0.077 0.938 0.012 0.009 0.056
C 1.702 0.307 -0.452 0.098 0.089 -0.127
N 0.493 -0.464 -0.680 -0.121 -0.020 0.111
C -0.725 0.110 -0.462 0.111 0.168 0.005
O -0.941 1.301 -0.367 0.050 -0.372 0.004
O -1.683 -0.840 -0.379 0.118 0.025 0.001
C -2.987 -0.334 -0.109 -0.277 0.062 0.052
H 2.597 -0.968 1.071 -0.048 0.182 -0.032
H 3.165 0.713 1.095 -0.082 -0.104 -0.024
H 1.552 0.317 1.712 0.094 -0.019 -0.134
H 1.422 1.353 -0.591 0.086 -0.120 0.054
H 2.433 0.058 -1.230 -0.094 0.014 0.147
H 0.536 -1.465 -0.551 -0.057 0.129 -0.048
H -3.613 -1.209 0.066 0.071 0.131 -0.046
H -2.974 0.309 0.776 -0.015 -0.095 -0.119
H -3.364 0.243 -0.957 0.053 -0.080 0.102

---

66
Properties=species:S:1:pos:R:3:forces:R:3 method="wB97M-V/def2-TZVPD" gap_ev=4.820 de_lowest_kcal_mol=0.0 total_charge=+1 lumo_ev=-5.038
C 3.413 -2.814 1.735 0.356 0.180 0.281
N 2.424 -2.257 0.842 -0.435 -0.199 -0.209
C 1.483 -3.037 0.233 0.245 -1.655 0.416
O 1.387 -4.257 0.358 0.027 2.063 -0.382
C 0.600 -2.117 -0.604 -0.081 -0.720 -0.398
C -0.886 -2.231 -0.225 -0.137 0.441 0.021
C -1.448 -3.579 -0.503 -0.293 -0.802 -0.723
C -1.518 -4.245 -1.718 0.018 0.176 1.225
N -2.008 -5.520 -1.505 -0.170 0.041 0.075
C -2.302 -5.689 -0.153 0.456 0.691 -0.014
C -2.761 -6.796 0.554 -0.206 -0.047 0.440
C -2.902 -6.669 1.945 0.114 0.010 -0.713
C -2.549 -5.478 2.605 0.162 0.501 -0.143
C -2.068 -4.373 1.895 -0.242 -0.474 0.166
C -1.962 -4.473 0.508 0.253 -0.487 -0.721
N 1.176 -0.798 -0.336 -1.106 2.200 -1.143
C 0.661 0.318 -0.887 0.404 -2.306 0.567
C 1.176 1.587 -0.670 0.100 2.080 0.119
C 0.679 2.758 -1.238 0.990 -1.428 -0.267
C 1.308 4.049 -1.049 0.395 0.912 0.307
C 0.872 5.193 -1.774 0.013 -0.435 0.218
C 1.421 6.451 -1.529 0.128 -0.119 -0.039
C 2.463 6.607 -0.603 -0.406 -0.407 -0.091
C 2.942 5.488 0.091 -0.130 -0.317 -0.122
C 2.371 4.233 -0.116 -0.258 0.189 -0.174
C 2.329 -0.828 0.585 0.709 -0.124 0.688
C 2.060 -0.074 1.900 -0.294 -0.126 0.012
C 3.641 -0.335 -0.047 -0.106 -0.169 -0.300
H 3.266 -3.895 1.789 -0.040 0.236 -0.074
H 4.425 -2.598 1.370 -0.185 -0.159 0.067
H 3.309 -2.379 2.737 0.020 -0.214 -0.151
H 0.734 -2.372 -1.672 -0.036 0.103 0.425
H -0.993 -2.015 0.851 0.031 0.056 -0.323
H -1.448 -1.463 -0.780 0.139 -0.068 0.214
H -1.226 -3.889 -2.702 -0.115 -0.274 0.179
H -2.130 -6.225 -2.225 0.022 0.388 0.389
H -2.998 -7.716 0.018 -0.006 0.154 0.321
H -3.284 -7.506 2.530 0.145 0.196 -0.207
H -2.646 -5.420 3.690 0.012 -0.031 -0.314
H -1.766 -3.445 2.382 -0.161 -0.329 0.117
H -0.201 0.170 -1.547 0.282 -0.003 0.209
H 2.033 1.668 -0.003 -0.513 0.074 -0.430
H -0.151 2.667 -1.953 0.267 0.144 0.258
H 0.097 5.065 -2.538 0.218 0.135 0.360
H 1.041 7.317 -2.074 0.157 -0.302 0.159
H 2.882 7.594 -0.406 -0.090 -0.277 -0.109
H 3.764 5.590 0.800 -0.296 0.002 -0.201
H 2.744 3.386 0.467 -0.099 0.397 -0.188
H 1.208 -0.530 2.423 0.241 0.131 -0.075
H 2.956 -0.137 2.530 -0.332 0.031 -0.132
H 1.832 0.980 1.727 0.083 -0.205 0.188
H 3.918 -0.999 -0.875 0.013 0.198 0.185
H 3.556 0.684 -0.429 0.185 -0.201 0.069
H 4.426 -0.357 0.720 -0.183 -0.002 -0.292
C -4.209 2.968 0.150 0.206 -0.452 0.528
N -2.963 2.732 -0.562 -0.236 -0.829 -0.988
N -2.165 3.901 -0.486 0.430 0.745 1.035
C -2.622 4.903 -1.430 0.732 -0.064 -0.383
H -4.895 2.149 -0.076 -0.056 0.188 -0.001
H -4.049 3.019 1.237 -0.162 0.162 -0.133
H -4.622 3.916 -0.195 -0.204 -0.333 0.159
H -2.443 1.957 -0.157 -0.208 0.296 0.170
H -1.187 3.656 -0.610 -0.589 0.262 -0.005
H -2.134 5.845 -1.167 -0.221 0.007 -0.065
H -2.355 4.652 -2.471 -0.291 0.036 0.026
H -3.706 5.015 -1.357 0.333 0.131 -0.087

---

14
Properties=species:S:1:pos:R:3:forces:R:3 method="wB97M-V/def2-TZVPD" gap_ev=5.275 de_lowest_kcal_mol=181.5 lumo_ev=-1.512
C -0.864 1.570 -0.074 0.333 -5.510 -1.199
C -1.789 0.482 0.103 -0.553 2.854 -0.801
N -0.440 -1.839 0.432 -1.160 1.995 -2.313
C -1.002 -0.778 -0.341 2.484 0.625 -0.181
C 0.093 0.567 -0.448 0.907 0.047 2.671
C 1.471 0.665 -0.033 1.199 0.208 -0.110
C 2.310 -0.391 0.136 0.879 0.833 0.241
H -0.488 2.532 0.181 -1.081 1.030 0.179
H -2.823 0.720 0.415 0.530 -1.051 0.731
H -1.091 -2.209 1.090 -0.458 0.149 1.060
H -1.018 -0.945 -1.433 -1.025 -0.199 0.396
H 1.851 1.703 0.193 -0.414 -1.094 -0.182
H 1.960 -1.417 -0.063 0.228 0.609 0.336
H 3.372 -0.195 0.543 -1.871 -0.495 -0.829